No. 1
{"formula": "C36H89N7O2", "method": "ωB97M-V/def2-TZVPD", "species": ["C", "C", "N", "C", "C", "C", "C", "H", "H", "H", "H", "H", "H", "H", "H", "H", "H", "H", "H", "H", "H", "H", "C", "C", "N", "C", "C", "C", "C", "H", "H", "H", "H", "H", "H", "H", "H", "H", "H", "H", "H", "H", "H", "H", "C", "C", "N", "C", "C", "C", "C", "H", "H", "H", "H", "H", "H", "H", "H", "H", "H", "H", "H", "H", "H", "H", "C", "C", "N", "C", "C", "C", "C", "H", "H", "H", "H", "H", "H", "H", "H", "H", "H", "H", "H", "H", "H", "H", "C", "C", "N", "C", "C", "C", "C", "H", "H", "H", "H", "H", "H", "H", "H", "H", "H", "H", "H", "H", "H", "H", "C", "C", "O", "N", "C", "H", "H", "H", "H", "H", "H", "H", "C", "C", "O", "N", "C", "H", "H", "H", "H", "H", "H", "H"], "positions_angstrom": [[1.80968, -9.19709, 6.82337], [1.73019, -7.71995, 6.94285], [0.89925, -7.16733, 5.92460], [1.01768, -5.64809, 5.89327], [0.70076, -4.94508, 4.56446], [-0.45392, -7.61599, 5.68027], [-1.39171, -7.29523, 6.85720], [0.86022, -9.65811, 7.09555], [2.41686, -9.80800, 7.49137], [1.93231, -9.60013, 5.81808], [1.38929, -7.43883, 7.93927], [2.73115, -7.29141, 6.99326], [0.41612, -5.10864, 6.62485], [2.01900, -5.36623, 6.21889], [1.02384, -5.62519, 3.77631], [-0.36380, -4.78473, 4.39390], [1.47157, -4.18359, 4.44580], [-0.36588, -8.68722, 5.49911], [-0.89637, -7.39089, 4.70987], [-0.89468, -7.49808, 7.80583], [-2.23435, -7.98460, 6.80399], [-1.76713, -6.27372, 6.79653], [-6.51319, 6.15394, 1.95844], [-6.30395, 7.43681, 1.08216], [-4.95862, 7.95163, 1.06692], [-4.87896, 9.37592, 0.68001], [-5.25100, 10.20686, 1.97126], [-3.95824, 7.17128, 0.31143], [-2.57140, 7.13410, 0.89368], [-5.73280, 5.49587, 1.57630], [-7.53919, 5.82887, 1.78598], [-6.38663, 6.17900, 3.04078], [-6.56838, 7.11636, 0.07445], [-7.14763, 8.01921, 1.45247], [-3.86202, 9.70832, 0.47160], [-5.48516, 9.58068, -0.20243], [-4.64191, 9.79604, 2.77645], [-4.93846, 11.19756, 1.64120], [-6.30532, 10.24222, 2.24557], [-3.95657, 7.56777, -0.70390], [-4.40522, 6.17789, 0.27286], [-1.79419, 6.89223, 0.16874], [-2.35560, 6.58936, 1.81280], [-2.27085, 8.12072, 1.24632], [3.54178, 3.42168, 6.93296], [3.58324, 2.24010, 7.90026], [3.78253, 2.74639, 9.26390], [3.40656, 1.67797, 10.20930], [2.90891, 2.53016, 11.48993], [5.08790, 3.36476, 9.53088], [6.25792, 2.39783, 9.47145], [4.46019, 3.58841, 6.37009], [3.21974, 4.38978, 7.31659], [2.74936, 3.26277, 6.20159], [2.61887, 1.78762, 7.66926], [4.31717, 1.51118, 7.55658], [2.46755, 1.21448, 9.90675], [4.20578, 0.96107, 10.39748], [2.45883, 1.94481, 12.29174], [3.78017, 2.94557, 11.99634], [2.14068, 3.24575, 11.19696], [5.11332, 3.81438, 10.52350], [5.19188, 4.19856, 8.83658], [7.19463, 2.88627, 9.74000], [6.51568, 2.05657, 8.46885], [6.28889, 1.57431, 10.18487], [-0.98667, 1.71098, -2.39930], [-1.05688, 1.53155, -0.90224], [-0.00494, 0.62276, -0.51844], [-0.28677, -0.84338, -0.77867], [0.92813, -1.69438, -0.94038], [0.56912, 0.93766, 0.76227], [-0.60573, 0.91436, 1.81024], [-1.57283, 2.60077, -2.62905], [-1.23340, 0.89871, -3.08300], [0.01151, 1.98213, -2.74313], [-0.96045, 2.52583, -0.46609], [-2.07556, 1.18522, -0.72776], [-0.75055, -0.87123, -1.76469], [-1.06752, -1.14656, -0.08110], [1.68097, -1.48829, -0.17955], [1.39346, -1.53056, -1.91235], [0.61723, -2.73676, -1.01016], [1.39379, 0.28628, 1.05163], [1.04577, 1.91737, 0.79501], [-1.38023, 1.66655, 1.66036], [-1.13779, -0.03614, 1.77079], [-0.20577, 1.05839, 2.81393], [-2.67555, -2.64315, -10.05862], [-3.48490, -1.73939, -9.12941], [-4.44306, -2.44531, -8.23821], [-5.21431, -1.35254, -7.60713], [-5.80367, -2.03680, -6.28979], [-5.26942, -3.50311, -8.78909], [-4.44356, -4.83797, -8.61637], [-1.90423, -2.07351, -10.57697], [-3.21822, -3.19807, -10.82392], [-2.03529, -3.31445, -9.48632], [-2.83886, -1.02587, -8.61791], [-4.01231, -1.05533, -9.79424], [-4.59798, -0.50518, -7.30677], [-6.00951, -1.01494, -8.27181], [-6.19958, -1.22228, -5.68324], [-6.69859, -2.64040, -6.44112], [-5.14152, -2.45273, -5.53041], [-5.68041, -3.38116, -9.79125], [-6.22971, -3.57611, -8.27860], [-4.17987, -4.99192, -7.57001], [-3.50956, -4.89339, -9.17554], [-5.09859, -5.68314, -8.82786], [4.47792, -5.75604, -4.18838], [3.73102, -4.68787, -5.01169], [4.34210, -3.79499, -5.49393], [2.42683, -4.77168, -5.28968], [1.62336, -4.07585, -6.30590], [5.32079, -5.43841, -3.57454], [4.77017, -6.47711, -4.95175], [3.70750, -6.25099, -3.59713], [1.80307, -5.38573, -4.78571], [0.57239, -4.16108, -6.02968], [1.70969, -4.54969, -7.28372], [1.93414, -3.03320, -6.37219], [7.20526, 3.36039, -10.23372], [6.74513, 2.91844, -8.86243], [7.44104, 2.94848, -7.91319], [5.45596, 2.61536, -8.81233], [4.72312, 2.04706, -7.68276], [8.17395, 3.80907, -10.01366], [6.71988, 4.26917, -10.58957], [7.33244, 2.58067, -10.98469], [4.87068, 3.07673, -9.49401], [4.48994, 1.02184, -7.97028], [3.75861, 2.47584, -7.41080], [5.52203, 1.94029, -6.94897]], "mulliken_charge": [-1.42, -0.33, 0.09, -0.51, -1.32, -0.79, -1.00, 0.32, 0.40, 0.36, 0.32, 0.38, 0.34, 0.45, 0.36, 0.30, 0.36, 0.43, 0.34, 0.24, 0.40, 0.30, -1.17, -0.57, 0.24, -0.72, -1.13, -0.56, -1.31, 0.28, 0.37, 0.30, 0.37, 0.35, 0.44, 0.35, 0.31, 0.40, 0.28, 0.31, 0.46, 0.37, 0.33, 0.32, -1.37, -0.38, 0.15, -0.52, -1.20, -0.56, -1.15, 0.30, 0.37, 0.36, 0.38, 0.32, 0.39, 0.27, 0.43, 0.29, 0.29, 0.26, 0.34, 0.43, 0.29, 0.30, -1.40, -0.47, 0.19, -0.47, -1.18, -0.56, -1.03, 0.39, 0.32, 0.35, 0.49, 0.24, 0.27, 0.33, 0.30, 0.29, 0.36, 0.28, 0.33, 0.28, 0.27, 0.39, -1.42, -0.47, 0.18, -0.63, -1.23, -0.63, -1.15, 0.42, 0.31, 0.33, 0.41, 0.37, 0.44, 0.33, 0.44, 0.35, 0.29, 0.34, 0.39, 0.28, 0.24, 0.40, -0.97, 0.70, -0.60, -0.21, -0.89, 0.30, 0.25, 0.31, 0.23, 0.32, 0.28, 0.29, -1.11, 0.67, -0.58, -0.20, -0.84, 0.33, 0.33, 0.27, 0.24, 0.29, 0.27, 0.32], "total_charge": 0, "largest_force_ev_per_a": 4.49, "e_above_lowest_kj_mol": 618.20, "spin_multiplicity": 1, "smiles": "CCN(CC)CC.CCN(CC)CC.CCN(CC)CC.CCN(CC)CC.CCN(CC)CC.CNC(C)=O.CNC(C)=O", "lumo_ha": 0.0139, "gap_ha": 0.3053, "mol_weight_g_mol": 652.2, "total_energy_ev": -53294.9074}

=====

No. 2
{"formula": "C4H9NO", "method": "ωB97M-V/def2-TZVPD", "species": ["C", "C", "C", "C", "H", "H", "H", "H", "H", "H", "H", "H", "H", "N", "O"], "positions_angstrom": [[-0.67269, -0.72303, -0.11281], [0.58969, -0.41010, 0.55255], [1.64143, -0.42844, -0.48330], [1.30204, 0.98756, 0.24387], [-2.48283, 0.31443, 0.95622], [-2.61675, 0.35387, -0.66434], [-1.30813, -1.75793, -0.02624], [-0.54664, -0.73350, -1.16412], [0.56641, -1.12932, 1.55957], [2.52552, -0.96556, 0.04371], [1.28533, -0.70185, -1.47803], [1.87996, 1.31932, 1.07692], [-0.70039, 1.27089, -0.35689], [-1.74598, 0.52934, 0.04382], [0.28304, 2.07432, -0.19094]], "mulliken_charge": [-0.87, 0.17, -0.65, -0.13, 0.32, 0.30, 0.31, 0.35, 0.24, 0.24, 0.28, 0.31, 0.48, -0.69, -0.66], "total_charge": 0, "largest_force_ev_per_a": 6.54, "e_above_lowest_kj_mol": 649.17, "spin_multiplicity": 1, "lumo_ha": 0.0163, "gap_ha": 0.3234, "mol_weight_g_mol": 87.1, "total_energy_ev": -7825.5918}

=====

No. 3
{"formula": "C3H4CuO5", "method": "ωB97M-V/def2-TZVPD", "species": ["C", "C", "O", "C", "O", "O", "O", "H", "H", "H", "O", "H", "Cu"], "positions_angstrom": [[-1.73488, 1.49858, -1.05493], [-2.02030, 0.10512, -1.02374], [-1.37274, -0.88234, -0.40251], [-0.36322, -0.86518, 0.53256], [0.34581, -1.85126, 0.54376], [-0.00992, 0.26339, 1.02212], [-0.81648, 2.07250, -0.44367], [-2.44871, 2.08634, -1.65306], [-2.94081, -0.25218, -1.48371], [-0.01772, 1.07211, 0.32038], [3.92562, -0.66156, 1.13682], [4.69765, -0.31817, 1.58193], [2.75570, -2.26734, 0.92406]], "lowdin_spin": [0.12, 0.41, 0.15, 0.01, 0.02, 0.00, 0.26, 0.00, 0.02, 0.00, 0.00, 0.00, 0.00], "total_charge": 0, "largest_force_ev_per_a": 4.23, "e_above_lowest_kj_mol": 147.46, "spin_multiplicity": 2, "lumo_ha": [-0.0068, -0.0983], "gap_ha": [0.2876, 0.1962], "mol_weight_g_mol": 183.6, "total_energy_ev": -58049.0835}